(1)
A structure of composition C57H47LiNO3PSSe2, computed with the ωB97M-V functional and the def2-TZVPD basis.

Last column: Mulliken charge in e.
Geometry (Å):
1 C -5.496 3.485 -1.526  -0.74
2 H 7.665 1.039 0.114  0.20
3 H 9.222 3.001 0.073  0.32
4 C 7.532 -2.571 0.683  -0.51
5 H -5.152 5.354 -2.506  0.30
6 C 0.359 4.056 -3.457  -0.82
7 P 4.714 0.957 -0.065  0.42
8 C 0.339 5.269 -0.987  -0.08
9 H -6.349 3.323 -2.131  0.43
10 H 1.939 5.441 -3.919  0.43
11 H -2.989 5.722 -1.531  0.31
12 C -0.579 -2.509 -7.153  -0.21
13 C 7.274 2.056 0.204  -0.47
14 C 1.246 5.697 -1.948  -0.95
15 H 0.218 0.095 3.759  0.43
16 H -6.833 -2.180 3.350  0.37
17 C -2.156 2.016 4.730  -0.72
18 H 6.249 -0.716 -1.917  0.23
19 H 0.398 3.537 -4.406  0.32
20 C -0.870 -0.031 3.891  -1.19
21 Se 3.047 1.086 1.463  -0.44
22 C 5.886 2.286 0.373  0.88
23 C -5.766 -1.979 3.257  -0.43
24 H -1.127 -0.286 4.924  0.32
25 C -2.933 3.817 -0.429  -0.49
26 H 0.234 -5.124 1.124  0.20
27 H 7.901 -2.618 -1.437  0.23
28 C -1.451 3.381 2.493  0.30
29 C -3.935 -0.783 2.218  -0.06
30 C -0.540 4.224 -1.234  -1.01
31 O -1.326 2.193 -0.326  -0.91
32 H -3.596 -0.129 1.409  0.20
33 H 8.369 5.246 0.342  0.31
34 C -2.970 -1.425 3.053  -0.65
35 S -1.351 -2.792 -2.634  0.49
36 C -2.191 -6.660 -1.680  -0.38
37 C -1.456 3.585 -0.177  3.43
38 C -2.130 -2.318 -5.297  -0.14
39 H 6.900 -2.418 2.699  0.37
40 N -0.978 2.118 2.635  0.04
41 C 0.404 -2.948 -6.281  -0.69
42 H -6.088 -0.617 1.665  0.35
43 C -1.470 -1.078 2.894  2.99
44 C 5.366 3.554 0.616  -0.64
45 C 1.256 5.066 -3.196  -0.37
46 C -1.448 -5.491 -1.804  -0.36
47 C -4.822 -2.506 4.164  -0.81
48 H -5.019 -5.811 -3.375  0.33
49 C -2.499 3.340 4.677  -0.95
50 C 7.295 -2.131 -0.611  -0.31
51 H 8.331 -3.271 0.889  0.38
52 H 5.171 -0.524 2.215  0.21
53 C 0.199 -4.469 2.005  -0.51
54 Li -0.858 1.017 0.956  1.07
55 H 2.040 6.436 -1.735  0.34
56 H -5.604 1.772 -0.291  0.50
57 O -1.414 -0.557 1.580  -0.98
58 H -3.369 2.074 0.633  0.00
59 H -0.402 -2.450 -8.217  0.36
60 C 6.423 -1.072 -0.904  -0.39
61 H -3.133 3.777 5.437  0.37
62 H -5.119 -3.128 4.997  0.36
63 C -4.743 4.596 -1.808  -0.41
64 C -0.024 -2.748 4.171  0.36
65 H 0.081 4.133 1.191  0.68
66 H -2.725 -3.007 4.461  0.35
67 C 0.850 -4.773 3.177  -0.38
68 C -2.036 -4.431 -2.493  0.66
69 C 5.783 -1.053 1.480  -0.44
70 C 0.785 -3.878 4.215  -0.91
71 H -2.362 1.359 5.566  0.43
72 C 5.682 -0.521 0.154  0.35
73 H -1.805 -7.405 -1.021  0.39
74 H -0.165 -2.191 5.112  0.21
75 H -3.913 -7.826 -2.221  0.31
76 C -3.776 2.774 -0.074  0.19
77 C -0.484 3.566 -2.484  -0.35
78 C -2.169 4.026 3.504  -0.60
79 C -1.132 -2.697 -4.396  0.26
80 C -3.237 -4.653 -3.241  -0.48
81 C -1.375 1.410 3.725  0.35
82 C -3.982 -5.773 -3.011  -0.53
83 H -2.655 -1.912 -7.372  0.37
84 H -1.387 5.112 1.337  0.31
85 C 8.137 3.145 0.215  -0.44
86 C 0.102 -3.186 -4.930  -0.27
87 H -0.433 -5.416 -1.411  0.44
88 C 6.275 4.590 0.705  -0.42
89 C -3.500 4.810 -1.228  -0.51
90 Se 4.092 0.942 -2.135  -0.57
91 H -3.135 -1.987 -4.923  0.40
92 C 6.715 -2.048 1.709  -0.53
93 H 1.370 -3.226 -6.715  0.32
94 C -3.392 -6.867 -2.340  -0.43
95 C -0.658 -2.356 3.003  -1.09
96 O 0.034 -2.954 -2.101  -0.59
97 C -5.023 2.612 -0.570  -0.63
98 H -2.471 5.090 3.313  0.30
99 H -1.153 2.753 -2.675  0.52
100 C -0.457 -3.198 1.867  -0.36
101 H 4.292 3.751 0.689  0.33
102 H 0.264 5.775 -0.037  0.37
103 H 1.307 -4.166 5.141  0.31
104 C -1.024 4.110 1.262  -1.62
105 H 5.921 5.582 0.928  0.36
106 H -0.756 -2.810 0.897  0.56
107 C 7.638 4.430 0.428  -0.51
108 C -3.470 -2.361 3.958  -0.16
109 H -3.529 -3.923 -3.990  0.06
110 C -1.871 -2.214 -6.690  -0.74
111 H 0.866 -3.640 -4.295  0.40
112 H 1.417 -5.699 3.305  0.36
113 C -5.328 -1.075 2.302  -0.60

The multiplicity is 1. The strongest force on any atom is 3.38 eV Å⁻¹. For the orbital gap, the calculation gives 5.41 eV. Its energy above the lowest of the compared OMol25 structures with the same formula, charge and spin is 0.4681 eV. As for the HOMO energy: -0.0650 hartree. Its net charge is -2.

(2)
A cluster of 3 separate species, C2H9NO4 in total, computed with the ωB97M-V functional and the def2-TZVPD basis.

Last column: Mulliken charge in e.
Geometry (Å):
1 C 1.115 0.199 0.246  -0.79
2 H 1.061 -1.572 -1.574  0.34
3 H -1.586 2.369 -1.225  0.29
4 N 0.173 -0.691 0.873  -0.05
5 H 0.312 0.990 -1.493  0.45
6 O 0.948 0.259 -1.158  -0.63
7 H -0.967 1.585 0.005  0.34
8 H -1.688 -1.110 1.771  0.40
9 C -1.057 -0.306 1.379  0.15
10 O -1.280 0.880 1.584  -0.64
11 H 2.197 -0.041 0.284  0.19
12 O -0.786 2.184 -0.747  -0.70
13 O 0.736 -2.441 -1.288  -0.65
14 H 1.019 -3.044 -1.963  0.31
15 H 0.775 1.187 0.635  0.66
16 H 0.269 -1.637 0.573  0.32

The multiplicity is 1. Its structure (SMILES) is O=CNCO.O.O. The strongest force on any atom is 2.85 eV Å⁻¹. For the orbital gap, the calculation gives 11.03 eV. Its energy above the lowest of the compared OMol25 structures with the same formula, charge and spin is 0.7960 eV. As for the HOMO energy: -0.3785 hartree.

(3)
A structure of composition C8H8CrN2O4, computed with the ωB97M-V functional and the def2-TZVPD basis.

Last column: Mulliken spin population.
Geometry (Å):
1 H -2.153 -0.559 3.405  0.00
2 O 2.831 -0.878 -1.355  0.13
3 N -1.198 -1.750 1.891  0.01
4 C -0.009 -2.565 -0.044  0.00
5 H -0.831 -3.295 -0.128  0.00
6 H 1.988 3.820 -3.387  0.01
7 O 2.273 2.112 1.380  0.13
8 H -1.412 -2.695 2.160  0.00
9 H 0.837 -3.054 0.471  0.00
10 C -0.691 0.245 -2.120  -0.22
11 C -0.497 -1.470 0.780  0.04
12 N -0.389 -0.141 0.667  -0.09
13 C -1.560 -0.584 2.518  0.01
14 C -1.047 0.425 1.769  0.03
15 Cr 0.451 0.937 -0.773  4.29
16 H 2.492 3.284 -3.530  0.00
17 C 1.568 1.703 0.551  -0.23
18 O -1.404 -0.106 -2.975  0.13
19 C 1.866 -0.290 -1.067  -0.18
20 O -1.537 3.235 -0.447  0.15
21 H 0.286 -2.249 -1.050  0.00
22 H -1.100 1.490 1.919  0.00
23 C -0.763 2.385 -0.637  -0.22

Its expectation value of S² is 6.031. The multiplicity is 5. The strongest force on any atom is 9.20 eV Å⁻¹. For the orbital gap (spin up / spin down), the calculation gives 8.39 / 5.36 eV. As for the HOMO energy (spin up / spin down): -0.6270 / -0.6265 hartree. Its net charge is +2.

Please write out number 2 again, unchanged.
A cluster of 3 separate species, C2H9NO4 in total, computed with the ωB97M-V functional and the def2-TZVPD basis.

Last column: Mulliken charge in e.
Geometry (Å):
1 C 1.115 0.199 0.246  -0.79
2 H 1.061 -1.572 -1.574  0.34
3 H -1.586 2.369 -1.225  0.29
4 N 0.173 -0.691 0.873  -0.05
5 H 0.312 0.990 -1.493  0.45
6 O 0.948 0.259 -1.158  -0.63
7 H -0.967 1.585 0.005  0.34
8 H -1.688 -1.110 1.771  0.40
9 C -1.057 -0.306 1.379  0.15
10 O -1.280 0.880 1.584  -0.64
11 H 2.197 -0.041 0.284  0.19
12 O -0.786 2.184 -0.747  -0.70
13 O 0.736 -2.441 -1.288  -0.65
14 H 1.019 -3.044 -1.963  0.31
15 H 0.775 1.187 0.635  0.66
16 H 0.269 -1.637 0.573  0.32

The multiplicity is 1. Its structure (SMILES) is O=CNCO.O.O. The strongest force on any atom is 2.85 eV Å⁻¹. For the orbital gap, the calculation gives 11.03 eV. Its energy above the lowest of the compared OMol25 structures with the same formula, charge and spin is 0.7960 eV. As for the HOMO energy: -0.3785 hartree.

- What is the strongest force on any atom in the first record?
  3.38 eV Å⁻¹

- Which formula does entry 3 have?
  C8H8CrN2O4